Below is a molecular structure, H21O11 at a distorted geometry, with properties calculated with ωB97M-V/def2-TZVPD.

```
! RIJCOSX wB97M-V def2-TZVPD def2/J DEFGRID3
* xyz 0 2
O 2.496 0.461 -2.375
H 2.050 1.242 -1.929
H 2.988 -0.206 2.212
O 2.266 -0.311 2.893
H -2.577 -2.577 -2.618
H 0.862 -3.129 -0.831
O 1.127 4.246 0.416
H -1.584 -3.426 -3.356
H -1.784 -2.194 3.272
O -0.867 -2.062 -1.868
H -3.135 -2.592 2.866
H -0.104 -0.505 0.944
O 0.855 2.554 2.401
H -2.044 1.870 0.510
H 2.379 -0.316 -1.766
O -2.330 -2.972 3.268
H -3.282 1.044 0.741
H 1.049 -1.739 -0.976
O 1.577 -2.427 -1.303
H 0.583 4.564 -0.316
O -2.487 -2.804 -3.565
H 1.997 3.898 -0.179
H 0.432 0.704 -0.160
O 0.110 1.865 -0.467
H -0.502 1.799 -1.166
H 1.591 -0.172 2.328
O -3.016 1.858 0.609
H 1.716 2.226 2.047
H -0.289 -1.723 -2.322
O 0.319 -0.542 0.078
H 0.489 2.861 1.582
H -0.882 -1.497 -0.970
*
```

For the LUMO energy (alpha / beta), the calculation gives -0.96 / -6.01 eV. The calculation puts the largest force on an atom at 0.3076 hartree/bohr. As for the energy above the lowest of the compared OMol25 structures with the same formula, charge and spin: 421.5 kJ/mol. The calculation puts the highest occupied orbital energy (alpha / beta) at -10.54 / -10.52 eV. Its HOMO-LUMO gap (alpha / beta) is 9.586 / 4.512 eV.